a | {
  "formula": "C32H31MnN6O3PS2",
  "method": "ωB97M-V/def2-TZVPD",
  "lumo_ev": [-0.2, -0.2],
  "s2": 0.894,
  "homo_energy_ev": [-6.7, -6.1],
  "homo_lumo_gap_ha": [0.24038, 0.21638],
  "multiplicity": 2,
  "species": ["Mn", "O", "C", "C", "C", "C", "C", "C", "C", "P", "C", "C", "C", "C", "C", "C", "C", "C", "C", "C", "C", "C", "H", "H", "H", "H", "H", "H", "H", "H", "H", "H", "H", "H", "H", "H", "C", "O", "C", "O", "N", "N", "H", "H", "H", "H", "H", "H", "N", "C", "S", "C", "C", "C", "N", "C", "C", "H", "H", "H", "H", "H", "H", "C", "C", "C", "C", "N", "C", "S", "N", "H", "H", "H", "H", "H"],
  "coordinates": [[-0.250, 0.066, 0.916], [1.439, -0.093, -0.098], [2.588, -0.475, 0.080], [2.995, -1.588, 0.899], [4.358, -1.974, 0.932], [4.798, -2.994, 1.725], [3.868, -3.681, 2.526], [2.541, -3.352, 2.495], [2.036, -2.302, 1.684], [0.284, -2.004, 1.616], [0.452, 1.347, 2.252], [1.657, 1.148, 2.940], [2.212, 2.111, 3.782], [1.573, 3.327, 3.976], [0.365, 3.556, 3.325], [-0.174, 2.585, 2.492], [-0.394, -2.661, 3.180], [0.097, -2.287, 4.435], [-0.553, -2.672, 5.598], [-1.719, -3.427, 5.531], [-2.227, -3.794, 4.293], [-1.565, -3.417, 3.130], [5.059, -1.440, 0.306], [5.843, -3.273, 1.734], [4.201, -4.493, 3.161], [1.842, -3.918, 3.096], [2.194, 0.211, 2.824], [3.149, 1.907, 4.288], [2.000, 4.078, 4.630], [-0.161, 4.494, 3.478], [-1.127, 2.794, 2.009], [0.991, -1.675, 4.496], [-0.151, -2.376, 6.560], [-2.215, -3.741, 6.442], [-3.132, -4.387, 4.227], [-1.963, -3.711, 2.166], [-2.267, 3.930, -2.517], [-2.240, 2.678, -1.836], [-1.190, 2.319, -1.080], [-1.291, 1.282, -0.450], [-0.124, 3.146, -1.082], [1.015, 2.796, -0.378], [-3.253, 3.996, -2.966], [-1.516, 3.968, -3.308], [-2.137, 4.761, -1.822], [-0.134, 3.976, -1.650], [1.220, 3.436, 0.375], [1.804, 2.592, -0.974], [-5.138, -2.085, 5.230], [-5.463, -1.468, 4.082], [-7.016, -1.346, 3.550], [-4.301, -0.901, 3.347], [-3.150, -0.493, 4.008], [-2.060, -0.062, 3.277], [-2.044, -0.033, 1.940], [-3.175, -0.374, 1.309], [-4.315, -0.797, 1.962], [-5.872, -2.546, 5.741], [-4.185, -2.367, 5.399], [-3.074, -0.491, 5.087], [-1.146, 0.239, 3.767], [-3.141, -0.320, 0.228], [-5.197, -1.082, 1.407], [4.326, 1.550, -5.654], [3.770, 0.616, -4.623], [3.035, -0.514, -4.972], [2.557, -1.297, -3.940], [2.780, -1.012, -2.659], [3.481, 0.089, -2.436], [3.862, 0.534, -0.766], [3.985, 0.922, -3.344], [4.616, 1.014, -6.557], [5.184, 2.081, -5.249], [3.571, 2.288, -5.931], [2.852, -0.770, -6.005], [1.980, -2.194, -4.136]]
}

=====

b | {
  "formula": "C32H31MnN6O3PS2",
  "method": "ωB97M-V/def2-TZVPD",
  "lumo_ev": [-0.6, -0.6],
  "s2": 0.790,
  "homo_energy_ev": [-4.9, -6.5],
  "homo_lumo_gap_ha": [0.15615, 0.21774],
  "multiplicity": 2,
  "species": ["Mn", "O", "C", "C", "C", "C", "C", "C", "C", "P", "C", "C", "C", "C", "C", "C", "C", "C", "C", "C", "C", "C", "H", "H", "H", "H", "H", "H", "H", "H", "H", "H", "H", "H", "H", "H", "C", "O", "C", "O", "N", "N", "H", "H", "H", "H", "H", "H", "N", "C", "S", "C", "C", "C", "N", "C", "C", "H", "H", "H", "H", "H", "H", "C", "C", "C", "C", "N", "C", "S", "N", "H", "H", "H", "H", "H"],
  "coordinates": [[-0.897, 0.949, -0.398], [-1.774, 1.160, 1.483], [-0.566, 1.105, 1.387], [0.492, 1.131, 2.357], [0.265, 1.222, 3.732], [1.345, 1.323, 4.585], [2.643, 1.339, 4.075], [2.865, 1.228, 2.709], [1.785, 1.101, 1.849], [1.837, 0.844, 0.040], [3.429, 1.606, -0.436], [4.605, 0.859, -0.476], [5.806, 1.471, -0.808], [5.840, 2.828, -1.104], [4.671, 3.575, -1.074], [3.469, 2.963, -0.748], [2.066, -0.914, -0.154], [2.370, -1.434, -1.436], [2.157, -2.753, -1.713], [1.395, -3.543, -0.773], [1.510, -3.131, 0.601], [1.765, -1.820, 0.884], [-0.754, 1.226, 4.100], [1.188, 1.401, 5.653], [3.484, 1.429, 4.751], [3.874, 1.220, 2.318], [4.568, -0.200, -0.252], [6.716, 0.886, -0.836], [6.778, 3.301, -1.364], [4.695, 4.630, -1.313], [2.550, 3.541, -0.737], [2.787, -0.777, -2.196], [2.414, -3.165, -2.682], [1.387, -4.615, -0.944], [1.247, -3.823, 1.390], [1.695, -1.469, 1.907], [0.356, 1.316, -4.835], [0.151, 2.451, -3.969], [-0.131, 2.161, -2.719], [-0.188, 1.009, -2.285], [-0.291, 3.267, -1.951], [-0.813, 3.056, -0.663], [0.560, 1.734, -5.814], [-0.539, 0.698, -4.858], [1.199, 0.724, -4.485], [-0.527, 4.122, -2.433], [-1.821, 3.253, -0.641], [-0.303, 3.626, 0.002], [-1.047, -6.017, -1.315], [-1.550, -5.320, -0.253], [-2.317, -6.182, 0.973], [-1.346, -3.902, -0.246], [-0.511, -3.234, -1.237], [-0.648, -1.805, -1.271], [-1.109, -1.081, -0.287], [-1.660, -1.747, 0.791], [-1.822, -3.100, 0.800], [-1.323, -6.982, -1.375], [-0.836, -5.543, -2.176], [-0.446, -3.664, -2.232], [-0.284, -1.275, -2.139], [-2.060, -1.132, 1.580], [-2.346, -3.575, 1.618], [-6.114, -0.750, 1.930], [-5.461, 0.499, 1.421], [-5.610, 1.730, 2.047], [-4.939, 2.797, 1.488], [-4.164, 2.684, 0.413], [-4.064, 1.452, -0.113], [-2.970, 1.252, -1.473], [-4.702, 0.369, 0.334], [-6.935, -0.530, 2.612], [-5.375, -1.357, 2.458], [-6.473, -1.344, 1.091], [-6.232, 1.851, 2.923], [-5.021, 3.792, 1.914]]
}

=====

Q: Which of them is the least stable? A: b.

=====

a | {
  "formula": "C2H13O4S",
  "method": "ωB97M-V/def2-TZVPD",
  "lumo_ev": 3.6,
  "homo_energy_ev": -3.6,
  "total_charge": -1,
  "homo_lumo_gap_ha": 0.26451,
  "species": ["C", "C", "S", "H", "H", "H", "H", "H", "H", "H", "O", "H", "H", "O", "H", "H", "O", "H", "H", "O"],
  "coordinates": [[0.896, -1.438, -1.086], [1.549, -1.507, 0.410], [2.359, 0.063, 0.837], [1.616, -0.976, -1.719], [0.061, -0.745, -1.150], [0.561, -2.428, -1.450], [2.363, -2.255, 0.507], [0.720, -1.821, 1.056], [1.243, 1.637, -1.277], [0.406, 0.805, -2.196], [0.570, 1.743, -1.963], [-3.253, -1.209, 0.932], [-2.975, -0.526, -0.290], [-3.283, -1.365, 0.016], [0.951, 1.195, 1.739], [0.310, 2.715, 2.202], [0.311, 1.821, 2.280], [-1.589, 1.492, 1.104], [-1.013, 1.162, -0.135], [-1.802, 1.636, 0.183]]
}

=====

b | {
  "formula": "C2H13O4S",
  "method": "ωB97M-V/def2-TZVPD",
  "lumo_ev": 3.2,
  "homo_energy_ev": -3.4,
  "total_charge": -1,
  "homo_lumo_gap_ha": 0.24238,
  "species": ["C", "C", "S", "H", "H", "H", "H", "H", "H", "H", "O", "H", "H", "O", "H", "H", "O", "H", "H", "O"],
  "coordinates": [[-1.348, -2.115, 1.945], [-2.633, -1.978, 1.123], [-2.331, -1.371, -0.570], [-0.562, -2.593, 1.366], [-0.977, -1.142, 2.259], [-1.474, -2.739, 2.838], [-3.161, -2.928, 1.088], [-3.237, -1.240, 1.647], [-0.355, -0.643, -0.694], [0.627, -0.989, -1.794], [0.504, -0.316, -1.106], [5.160, 2.674, -1.736], [3.988, 2.582, -0.807], [4.623, 3.231, -1.164], [-1.750, 1.286, -1.016], [-0.853, 2.155, -1.862], [-1.782, 1.888, -1.777], [1.777, 1.798, 0.782], [1.634, 0.844, -0.443], [2.149, 1.595, -0.078]]
}

=====

Q: Which of them is the least stable? A: a.

=====

a | {
  "formula": "C3H5NO2S2",
  "method": "ωB97M-V/def2-TZVPD",
  "smiles": "OC[C@H]1ONC(=S)S1",
  "lumo_ev": 0.1,
  "homo_energy_ev": -8.8,
  "homo_lumo_gap_ha": 0.32711,
  "species": ["C", "C", "C", "H", "H", "H", "H", "H", "N", "O", "O", "S", "S"],
  "coordinates": [[-2.603, -0.046, -0.238], [-1.166, 0.251, -0.718], [1.238, 0.081, -0.020], [-2.088, -1.053, 1.290], [-2.927, -0.857, -0.895], [-3.246, 0.783, -0.472], [-1.239, 0.482, -1.794], [1.133, 2.133, 0.382], [0.682, 1.366, -0.120], [-2.693, -0.312, 1.125], [-0.683, 1.346, 0.056], [2.848, -0.202, 0.274], [0.013, -1.113, -0.352]]
}

=====

b | {
  "formula": "C3H5NO2S2",
  "method": "ωB97M-V/def2-TZVPD",
  "lumo_ev": [-1.2, -1.2],
  "homo_energy_ev": [-8.8, -8.8],
  "homo_lumo_gap_ha": [0.27873, 0.27871],
  "species": ["C", "C", "C", "N", "O", "O", "S", "S", "H", "H", "H", "H", "H"],
  "coordinates": [[-0.334, -0.564, 0.327], [1.374, 0.980, -0.007], [0.121, -1.951, -0.127], [0.791, 2.096, 0.056], [-3.095, -0.478, 0.052], [-1.735, 1.552, 0.334], [2.687, 0.197, -0.102], [-1.785, 0.125, -0.120], [-0.602, -2.710, -0.729], [1.087, -1.808, -0.645], [0.524, -2.628, 0.727], [-0.287, 2.187, 0.193], [1.252, 3.003, 0.041]]
}

=====

Q: Which of them is the least stable? A: b.

=====

a | {
  "formula": "C21H26N2O2",
  "method": "ωB97M-V/def2-TZVPD",
  "smiles": "CC(C)(C)c1ccc(C(=O)Nc2ccc(N3CCOCC3)cc2)cc1",
  "lumo_ev": 0.6,
  "homo_energy_ev": -7.5,
  "homo_lumo_gap_ha": 0.29951,
  "species": ["C", "H", "H", "H", "C", "C", "C", "C", "C", "C", "C", "H", "H", "C", "O", "N", "C", "C", "C", "C", "C", "C", "H", "H", "N", "C", "H", "C", "H", "O", "C", "C", "H", "H", "H", "H", "H", "H", "H", "H", "H", "H", "H", "C", "H", "H", "H", "C", "H", "H", "H"],
  "coordinates": [[4.020, 3.191, 0.968], [3.687, 2.923, 1.968], [4.118, 4.274, 0.926], [5.001, 2.758, 0.789], [3.014, 2.730, -0.091], [2.812, 1.223, -0.093], [3.471, 0.369, 0.782], [3.229, -0.994, 0.772], [2.301, -1.539, -0.103], [1.666, -0.700, -1.014], [1.923, 0.655, -1.004], [1.411, 1.279, -1.721], [0.972, -1.110, -1.734], [2.034, -3.005, -0.088], [2.915, -3.841, -0.106], [0.721, -3.374, -0.092], [-0.410, -2.562, 0.077], [-1.560, -2.810, -0.668], [-2.666, -1.998, -0.549], [-2.671, -0.891, 0.310], [-1.532, -0.691, 1.097], [-0.432, -1.516, 0.992], [0.426, -1.336, 1.621], [-1.484, 0.120, 1.806], [-3.812, -0.103, 0.409], [-4.485, 0.323, -0.805], [-4.408, -0.435, -1.581], [-3.869, 1.636, -1.312], [-4.412, 2.012, -2.181], [-3.940, 2.651, -0.336], [-3.288, 2.261, 0.854], [-3.891, 0.958, 1.394], [-3.410, 0.652, 2.322], [-4.955, 1.126, 1.598], [-3.427, 3.082, 1.559], [-2.213, 2.124, 0.659], [-2.817, 1.454, -1.589], [-5.542, 0.486, -0.570], [-3.546, -2.236, -1.126], [-1.583, -3.649, -1.349], [0.558, -4.361, -0.246], [3.749, -1.645, 1.459], [4.187, 0.753, 1.491], [3.530, 3.175, -1.466], [3.697, 4.250, -1.473], [4.470, 2.677, -1.693], [2.820, 2.937, -2.254], [1.666, 3.405, 0.204], [1.785, 4.486, 0.230], [1.285, 3.077, 1.170], [0.926, 3.163, -0.554]]
}

=====

b | {
  "formula": "C21H26N2O2",
  "method": "ωB97M-V/def2-TZVPD",
  "smiles": "CC[C@H](C(=O)N1CCN(c2ccccc2OC)CC1)c1ccccc1",
  "lumo_ev": 0.7,
  "homo_energy_ev": -7.8,
  "homo_lumo_gap_ha": 0.31169,
  "species": ["C", "C", "H", "H", "C", "C", "C", "C", "C", "C", "C", "H", "H", "H", "H", "H", "C", "O", "N", "C", "H", "C", "N", "C", "C", "C", "C", "C", "C", "O", "C", "H", "H", "H", "H", "H", "H", "H", "C", "H", "C", "H", "H", "H", "H", "H", "H", "H", "H", "H", "H"],
  "coordinates": [[-2.773, 1.348, -4.329], [-1.266, 1.541, -4.227], [-1.044, 2.605, -4.134], [-0.780, 1.166, -5.131], [-0.676, 0.808, -3.012], [0.827, 0.761, -3.117], [1.481, -0.391, -3.534], [2.860, -0.415, -3.655], [3.602, 0.715, -3.357], [2.959, 1.869, -2.945], [1.581, 1.893, -2.828], [1.080, 2.796, -2.509], [3.533, 2.755, -2.714], [4.678, 0.696, -3.449], [3.355, -1.318, -3.981], [0.908, -1.277, -3.769], [-1.066, 1.520, -1.718], [-1.583, 2.622, -1.705], [-0.782, 0.870, -0.564], [-0.089, -0.397, -0.448], [0.993, -0.262, -0.576], [-0.371, -1.039, 0.906], [0.090, -0.198, 2.003], [-0.345, -0.580, 3.279], [-1.139, 0.225, 4.088], [-1.511, -0.170, 5.362], [-1.108, -1.397, 5.846], [-0.324, -2.225, 5.056], [0.068, -1.832, 3.787], [0.866, -2.589, 2.969], [1.361, -3.811, 3.455], [1.992, -4.208, 2.661], [0.554, -4.522, 3.662], [1.964, -3.673, 4.358], [-0.012, -3.178, 5.453], [-1.395, -1.720, 6.834], [-2.127, 0.480, 5.965], [-1.489, 1.177, 3.720], [0.136, 1.207, 1.651], [0.101, 1.820, 2.550], [-0.988, 1.579, 0.689], [-0.995, 2.649, 0.469], [-1.961, 1.310, 1.118], [1.097, 1.404, 1.158], [-1.454, -1.227, 0.989], [0.145, -2.000, 0.959], [-0.435, -1.082, -1.225], [-1.077, -0.211, -3.001], [-3.259, 1.749, -3.444], [-3.161, 1.870, -5.201], [-3.024, 0.292, -4.420]]
}

=====

Q: Which of them is the least stable? A: b.